Record 1
Formula: C4H7N
Source: the Open Molecules 2025 dataset
Level of theory: ωB97M-V/def2-TZVPD

Calculated values
**HOMO**: -0.344 Ha
**Relative energy (zero: lowest compared OMol25 entry of this formula, charge and spin)**: 204.5 kJ/mol
**E**: -211.2828 Eh
**Lowest unoccupied orbital energy**: 1.0 eV
**SMILES**: [H]/N=C1/C[C@H]1C
**Kohn-Sham gap**: 10.34 eV

Geometry as ORCA input:
```
! RIJCOSX wB97M-V def2-TZVPD def2/J DEFGRID3
* xyz 0 1
H 1.288 1.738 0.569
N 1.917 0.991 0.865
C 1.192 0.131 0.296
C 0.773 -1.161 -0.183
C -0.047 0.116 -0.498
C -1.425 0.263 0.118
H 0.314 -1.829 0.537
H 1.316 -1.601 -1.009
H 0.047 0.490 -1.518
H -1.878 1.247 -0.056
H -2.090 -0.487 -0.322
H -1.407 0.101 1.202
*
```



Record 2
Formula: C4H7N
Source: the Open Molecules 2025 dataset
Level of theory: ωB97M-V/def2-TZVPD

Calculated values
**HOMO**: -0.318 Ha
**Relative energy (zero: lowest compared OMol25 entry of this formula, charge and spin)**: 198.3 kJ/mol
**E**: -211.2852 Eh
**Lowest unoccupied orbital energy**: 0.9 eV
**SMILES**: C=NC(=C)C
**Kohn-Sham gap**: 9.54 eV

Geometry as ORCA input:
```
! RIJCOSX wB97M-V def2-TZVPD def2/J DEFGRID3
* xyz 0 1
C 1.607 0.600 0.785
N 0.773 1.139 -0.009
C -0.326 0.338 -0.357
C -0.454 0.047 -1.660
C -1.092 -0.532 0.664
H 1.489 -0.455 1.045
H 2.472 1.102 1.209
H 0.083 0.787 -2.259
H -0.648 -0.917 -2.116
H -2.089 -0.086 0.622
H -0.671 -0.430 1.663
H -1.145 -1.590 0.413
*
```



Record 3
Formula: C4H7N
Source: the Open Molecules 2025 dataset
Level of theory: ωB97M-V/def2-TZVPD

Calculated values
**HOMO**: -0.434 Ha
**Relative energy (zero: lowest compared OMol25 entry of this formula, charge and spin)**: 79.9 kJ/mol
**E**: -211.3302 Eh
**Lowest unoccupied orbital energy**: 0.9 eV
**SMILES**: CC(C)C#N
**Kohn-Sham gap**: 12.70 eV

Geometry as ORCA input:
```
! RIJCOSX wB97M-V def2-TZVPD def2/J DEFGRID3
* xyz 0 1
C 0.460 -1.199 -0.099
C -0.137 0.037 0.443
C 0.553 1.291 -0.075
C -1.727 -0.097 -0.017
N -2.815 0.011 -0.340
H 0.094 -2.058 0.377
H 0.289 -1.298 -1.114
H 1.541 -1.193 0.054
H -0.222 -0.018 1.530
H 0.345 1.131 -1.184
H 0.000 2.176 0.240
H 1.618 1.218 0.185
*
```